152
Properties=species:S:1:pos:R:3 method="wB97M-V/def2-TZVPD" homo_lumo_gap_ev=6.516 max_force_ev_per_a=4.9 mol_weight_g_mol=1348.73 total_energy_ev=-268763.17313 e_lumo_ev=1.5 total_charge=-1 spin_multiplicity=1
Br 17.371 15.835 19.481
Br 22.215 15.326 20.097
Na 16.841 13.735 17.806
Na 20.000 16.215 18.842
O 17.747 11.522 16.553
O 17.869 11.671 14.328
O 17.085 14.680 15.350
O 19.917 18.272 17.946
O 15.904 11.805 15.384
O 17.015 9.898 19.587
O 12.782 16.726 19.489
O 17.129 18.972 17.092
O 23.652 12.722 11.757
O 22.685 10.230 18.649
O 23.844 10.781 12.922
O 15.138 10.481 20.548
O 10.734 17.365 19.354
O 17.111 21.117 16.928
O 21.946 15.567 10.497
O 16.257 12.046 19.499
O 19.014 14.998 14.525
O 16.801 10.491 10.306
O 14.673 14.278 17.678
O 13.283 14.226 15.903
O 17.308 12.201 11.633
O 19.165 17.989 9.565
O 22.221 9.485 16.566
O 20.207 19.340 15.987
O 22.978 14.866 14.916
O 19.754 18.419 11.720
O 21.551 15.712 8.321
O 15.381 20.001 16.054
O 20.115 20.510 17.853
O 17.030 12.565 9.415
O 19.969 14.820 9.588
O 12.240 18.725 20.339
O 23.743 16.927 14.770
O 22.626 16.279 16.641
O 17.698 17.520 11.164
O 21.281 11.377 17.371
O 21.775 11.624 12.201
O 18.982 14.318 16.534
O 12.854 12.946 17.665
N 18.342 14.651 15.487
C 20.042 19.323 17.303
C 14.235 15.035 15.194
C 24.949 13.061 12.165
C 9.714 18.426 19.440
C 16.592 17.703 16.760
C 14.133 16.951 19.947
C 18.342 10.198 19.102
C 17.213 11.651 15.492
C 23.040 11.644 12.271
C 18.927 18.066 10.861
C 19.911 18.034 15.432
C 16.147 10.904 19.830
C 16.617 9.980 8.973
C 21.189 15.336 9.396
C 17.058 11.764 10.389
C 21.214 12.331 18.489
C 15.214 11.469 14.198
C 16.429 20.018 16.627
C 23.057 8.320 16.957
C 13.682 13.839 17.105
C 11.952 17.713 19.794
C 23.092 9.790 13.508
C 19.268 11.663 14.228
C 22.140 10.330 17.586
C 19.053 15.025 8.511
C 13.171 12.518 18.990
C 23.933 18.161 15.411
C 16.483 22.336 16.338
C 17.406 17.354 12.542
C 23.056 16.061 15.518
C 17.496 13.602 11.750
C 20.417 20.494 19.241
C 22.209 13.915 15.627
C 20.380 18.601 9.168
C 15.241 9.279 21.277
C 21.480 15.092 11.784
H 20.837 11.783 19.321
H 9.699 19.018 18.493
H 15.529 12.104 13.353
H 12.792 13.154 19.815
H 22.666 7.893 17.876
H 20.182 19.610 8.796
H 16.413 17.726 12.706
H 15.424 10.439 13.804
H 18.302 14.259 8.514
H 14.159 11.627 14.314
H 24.874 13.583 13.127
H 14.258 16.840 21.045
H 16.997 22.621 15.427
H 15.536 21.998 15.961
H 20.311 21.460 19.726
H 21.479 20.325 19.376
H 15.606 9.600 8.870
H 22.187 12.782 18.605
H 18.427 13.901 11.273
H 12.822 11.494 19.001
H 19.828 19.725 19.777
H 23.251 7.544 16.220
H 24.023 8.729 17.276
H 22.258 10.251 14.086
H 22.009 14.310 16.624
H 15.765 17.364 17.373
H 14.561 17.880 19.548
H 19.034 9.902 19.896
H 15.563 8.399 20.716
H 17.575 13.802 12.790
H 18.437 11.233 18.930
H 18.571 9.643 18.186
H 22.993 18.677 15.597
H 21.225 13.797 15.189
H 16.700 14.204 11.357
H 17.409 17.013 16.857
H 8.748 17.943 19.549
H 22.686 9.102 12.732
H 25.308 13.750 11.400
H 14.995 15.398 15.879
H 16.481 23.157 17.033
H 17.652 16.315 12.777
H 15.971 9.433 22.092
H 20.496 17.221 15.891
H 18.590 15.981 8.746
H 20.048 18.071 14.353
H 16.809 10.797 8.264
H 9.945 19.072 20.276
H 24.588 17.955 16.308
H 22.590 12.891 15.663
H 17.298 9.122 8.819
H 25.603 12.188 12.273
H 18.085 17.909 13.196
H 18.892 17.788 15.712
H 19.692 11.311 15.169
H 20.447 13.040 18.233
H 14.244 12.409 19.102
H 19.554 11.078 13.338
H 24.512 18.821 14.769
H 20.461 15.401 11.933
H 21.582 14.009 11.897
H 21.117 18.652 9.953
H 13.764 15.857 14.666
H 20.790 17.993 8.388
H 23.785 9.185 14.069
H 14.721 16.118 19.590
H 19.626 14.972 7.567
H 22.001 15.543 12.638
H 14.273 8.979 21.625
H 16.202 17.740 15.728
H 19.710 12.612 13.874
H 14.766 14.405 14.448